[1]
{
  "formula": "C7H15O4Zn",
  "method": "wB97M-V/def2-TZVPD",
  "symbols": ["C", "C", "H", "H", "O", "H", "H", "O", "O", "H", "H", "C", "H", "H", "O", "H", "C", "Zn", "H", "C", "H", "H", "C", "H", "C", "H", "H"],
  "positions_angstrom": [[2.48, -0.92, -0.14], [-0.52, 1.72, 2.21], [-1.93, 3.10, 0.22], [-0.62, -1.36, 0.78], [2.97, 1.18, 0.94], [-0.97, 1.17, 3.06], [-3.20, 1.89, 0.89], [-1.07, -0.49, -1.78], [1.12, -0.56, 0.14], [2.82, -1.60, 0.65], [-2.99, -0.86, -2.26], [-0.45, -1.68, -1.35], [-2.45, 0.87, -0.69], [2.54, -1.43, -1.11], [-1.24, 1.33, 1.02], [0.60, -2.55, 0.31], [-2.41, -0.35, -1.47], [1.09, 0.98, 1.30], [-0.62, 2.82, 2.31], [-2.23, 2.06, 0.43], [4.36, 0.09, -0.16], [3.09, 0.90, -1.11], [3.29, 0.38, -0.15], [-3.01, -0.71, -0.63], [0.15, -1.59, 0.04], [0.34, -1.90, -2.09], [-1.17, -2.52, -1.36]],
  "mulliken_spin": [-0.001, 0.043, 0.004, -0.001, 0.000, -0.002, 0.006, 0.001, -0.005, 0.000, 0.015, 0.013, -0.146, 0.000, 0.032, 0.001, 0.403, -0.001, -0.002, 0.661, 0.000, 0.000, 0.000, -0.021, 0.001, 0.003, -0.003],
  "fmax_ev_per_a": 2.5,
  "orbital_gap_ev": [8.47, 8.02],
  "molar_mass_g_mol": 228.58,
  "e_lumo_ev": [0.573, -0.552],
  "multiplicity": 2,
  "energy_ha": -2355.74716,
  "s2": 0.766,
  "relative_energy_kcal_mol": 0.0
}

=====

[2]
{
  "formula": "C7H15O6Sn",
  "method": "wB97M-V/def2-TZVPD",
  "symbols": ["H", "O", "C", "H", "H", "O", "H", "C", "H", "C", "C", "H", "Sn", "C", "H", "H", "O", "H", "H", "H", "C", "O", "H", "C", "O", "H", "H", "O", "H"],
  "positions_angstrom": [[1.00, -4.60, 0.91], [-0.17, 4.46, 6.47], [-0.26, -1.80, -1.27], [-2.98, 1.53, -2.70], [0.55, 1.80, -3.38], [1.80, 4.94, 5.84], [2.08, 0.41, -2.44], [1.00, 4.06, 5.97], [0.93, -0.78, -3.18], [0.16, 1.15, -2.59], [1.09, -0.04, -2.40], [0.16, 1.71, -1.65], [5.10, -1.45, 3.10], [-2.00, 1.85, -3.06], [-2.10, 2.04, -4.13], [0.14, -2.56, -1.94], [0.09, -2.78, 0.77], [-1.83, -2.77, -0.19], [-1.23, -1.37, 0.61], [-1.07, -1.29, -1.80], [0.04, -4.17, 0.63], [-1.18, 0.75, -2.91], [-1.78, 2.78, -2.53], [-0.91, -2.21, 0.00], [0.78, -0.77, -1.14], [-0.05, -4.49, -0.41], [0.03, 5.39, 6.48], [1.21, 2.91, 5.61], [-0.60, -4.69, 1.34]],
  "mulliken_charge": [0.236, -0.414, -0.013, 0.255, 0.428, -0.393, 0.367, 0.786, 0.324, -0.432, -0.652, 0.346, 1.085, -0.808, 0.283, 0.261, -0.323, 0.380, 0.312, 0.231, -0.737, -0.323, 0.352, -0.754, -0.357, 0.325, 0.340, -0.405, 0.298],
  "fmax_ev_per_a": 5.2,
  "orbital_gap_ev": 2.10,
  "molar_mass_g_mol": 313.90,
  "e_lumo_ev": -8.981,
  "energy_ha": -940.83369,
  "total_charge": 1,
  "relative_energy_kcal_mol": 220.7
}

=====

[3]
{
  "formula": "C7H15P",
  "method": "wB97M-V/def2-TZVPD",
  "symbols": ["C", "H", "P", "H", "H", "C", "C", "H", "H", "H", "H", "H", "H", "C", "H", "C", "C", "H", "C", "H", "H", "H", "H"],
  "positions_angstrom": [[-2.14, 0.19, -0.30], [2.54, -3.39, 3.34], [0.81, -0.55, 1.49], [-0.91, 2.86, -1.18], [0.59, 2.60, -0.24], [2.13, -2.43, 2.95], [-0.55, 2.26, -0.37], [-0.59, -0.42, -2.65], [1.25, -2.45, 3.48], [0.31, 1.22, -2.56], [-2.33, -0.76, -0.79], [2.84, -1.99, 0.68], [1.04, -0.09, -0.92], [0.23, -0.35, -0.34], [-1.49, 1.28, -2.83], [-0.82, 0.78, -0.70], [2.08, -1.83, 1.73], [-1.93, -0.03, 0.73], [-0.65, 0.66, -2.25], [-0.92, 2.53, 0.63], [-3.15, 0.79, -0.30], [1.92, 0.35, 1.20], [-0.26, -1.23, -0.81]],
  "mulliken_charge": [-1.431, 0.284, -0.119, 0.387, 0.269, -0.708, -1.608, 0.318, 0.290, 0.385, 0.343, 0.200, 0.546, -1.328, 0.351, 1.693, 0.010, 0.401, -1.447, 0.425, 0.311, 0.012, 0.417],
  "fmax_ev_per_a": 4.1,
  "orbital_gap_ev": 9.71,
  "molar_mass_g_mol": 130.17,
  "e_lumo_ev": 0.769,
  "energy_ha": -616.91238,
  "relative_energy_kcal_mol": 60.0
}